Molecular formula: C20H36Cl2F3LiN3O4PS3Sb
Method: DFT, ωB97M-V with the def2-TZVPD basis set

spin multiplicity = 2
energy above the lowest of the compared OMol25 structures with the same formula, charge and spin = 3.9 kcal per mole
HOMO energy (spin up / spin down) = 0.78 / -2.69 eV
largest force on an atom = 0.00905 hartree/bohr
calculated total energy = -115725.0781 eV
total charge = -2

Last column: Mulliken spin population.
Geometry (Å):
Li -0.4841 -0.3649 0.3003  0.03
C 5.2462 0.1361 4.5985  0.00
C 4.6841 0.1918 3.1935  0.00
O 3.2800 0.0107 3.2764  0.00
P 2.3465 0.6290 2.0873  0.00
S 0.5092 0.0945 2.5495  -0.01
S 3.1149 0.2923 0.3234  0.00
O 2.5574 2.2338 2.3799  0.00
C 1.9680 2.7767 3.5523  0.00
C 2.7622 4.0006 3.9582  0.00
H 6.3317 0.2596 4.5832  0.00
H 5.0125 -0.8191 5.0666  0.00
H 4.8171 0.9273 5.2142  0.00
H 5.1052 -0.5970 2.5639  0.00
H 4.9167 1.1482 2.7143  0.00
H 1.9678 2.0330 4.3568  0.00
H 0.9238 3.0232 3.3405  0.00
H 3.8055 3.7371 4.1366  0.00
H 2.3523 4.4331 4.8739  0.00
H 2.7349 4.7623 3.1785  0.00
C -2.1184 4.3750 0.7271  0.00
N -0.8769 5.0574 0.3931  0.00
C -1.1260 6.3019 -0.3186  0.00
C 0.1710 4.2623 -0.0709  0.00
S 0.0109 2.6630 -0.4015  0.00
N 1.3701 4.9313 -0.2321  0.00
C 2.4943 4.1699 -0.7539  0.00
C 1.7910 5.9082 0.7570  0.00
H -2.7431 5.0742 1.2864  0.00
H -1.9280 3.4874 1.3235  0.00
H -2.6530 4.0348 -0.1667  0.00
H -1.7429 6.1149 -1.2089  0.00
H -0.1971 6.7659 -0.6369  0.00
H -1.6652 6.9982 0.3295  0.00
H 2.2044 3.6512 -1.6649  0.00
H 2.8333 3.4115 -0.0391  0.00
H 3.3000 4.8739 -0.9710  0.00
H 0.9362 6.3148 1.2894  0.00
H 2.3370 6.7250 0.2737  0.00
H 2.4603 5.4318 1.4853  0.00
F -1.0295 -7.2914 -0.4066  0.00
C 0.1139 -6.6156 -0.6735  0.03
F 1.0759 -7.2570 0.1075  0.02
F 0.4855 -7.0182 -1.9420  0.01
C 0.0109 -5.1868 -0.4957  0.31
C 1.0872 -4.3197 -0.8621  0.11
C 0.9717 -2.9751 -0.6662  0.02
N -0.1166 -2.3489 -0.1440  0.28
C -1.1323 -3.1856 0.2271  0.10
C -1.1205 -4.5421 0.0834  0.06
H 2.0013 -4.7155 -1.2851  0.02
H 1.7935 -2.3183 -0.9321  0.02
H -2.0050 -2.6993 0.6448  -0.01
H -1.9805 -5.1132 0.4052  0.02
C 0.1430 -0.3938 -4.7859  0.01
Sb -0.6262 -0.3205 -2.7625  -0.02
C -1.7945 -2.0941 -2.9940  -0.02
C -2.1743 1.0819 -3.2949  0.00
H -0.6849 -0.5532 -5.4776  0.00
H 0.8562 -1.2093 -4.8852  0.00
H 0.6442 0.5407 -5.0321  0.00
H -2.4475 -2.0071 -3.8619  0.00
H -2.3799 -2.2498 -2.0938  0.01
H -1.1189 -2.9395 -3.1101  0.00
H -2.8679 0.6325 -4.0045  0.00
H -1.7056 1.9576 -3.7424  0.00
H -2.7068 1.3870 -2.4002  0.00
Cl -4.8335 -1.6324 1.2946  0.00
C -4.6810 -0.1799 0.2635  0.00
Cl -4.9247 -0.6269 -1.4462  0.00
C -3.3134 0.5185 0.5141  0.00
O -3.4143 1.5649 1.1498  0.00
O -2.3039 -0.0789 0.0903  0.00
H -5.4948 0.4853 0.5386  0.00